Version P
8
Properties=species:S:1:pos:R:3 method="wB97M-V/def2-TZVPD" homo_energy_ev=-11.234 lumo_energy_ev=0.214 smiles="FC(F)(F)/N=C/Br"
Br -1.61631 -1.36027 -2.12637
F 1.63851 1.47553 0.13045
F -0.25425 1.23253 1.19041
F 1.11071 -0.33760 1.30911
N 0.14249 0.21671 -0.70938
C 0.67874 0.64970 0.47976
C -0.70849 -0.70337 -0.65897
H -0.99141 -1.17323 0.38500

---

Version Q
8
Properties=species:S:1:pos:R:3 method="wB97M-V/def2-TZVPD" homo_energy_ev="-9.343 / -9.343" lumo_energy_ev="-1.710 / -1.710"
Br -0.44450 -0.79298 -1.78690
F 0.21039 0.41748 2.24078
F 0.44621 -1.39552 1.08577
F 1.63587 0.25351 0.63333
N -0.65885 0.27495 0.08121
C 0.37157 -0.05723 1.00661
C -1.03132 0.03155 -3.14277
H -0.52938 1.26824 -0.11804

---

version P is preferred energetically. Next in line: 5.879 eV higher.

---

Version P
17
Properties=species:S:1:pos:R:3 method="wB97M-V/def2-TZVPD" homo_energy_ev=-8.565 lumo_energy_ev=-0.088 smiles="C=CN(O)C(=O)C(=C)N"
O -1.36566 2.10249 0.66103
O -0.90912 1.85211 -1.97443
N -0.64147 0.79926 -1.07622
N 1.32026 0.24605 1.40858
C 0.54390 -0.15363 -1.21775
C -0.82955 -0.78093 1.70237
C -0.77399 1.15814 0.22248
C 0.56516 -1.48857 -1.35712
C 0.04239 -0.05975 0.95840
H -1.84211 2.05051 -1.75938
H 2.01738 0.40035 0.69817
H 1.28448 0.42152 -1.76308
H -1.86470 -0.85692 1.42070
H 1.66293 -0.34058 2.15431
H -0.53280 -1.26667 2.61958
H 0.03238 -2.14142 -0.68584
H 1.29050 -1.94196 -2.01180

---

Version Q
17
Properties=species:S:1:pos:R:3 method="wB97M-V/def2-TZVPD" homo_energy_ev=-9.289 lumo_energy_ev=0.633 smiles="O=NN1CCC(=O)CC1"
O -2.82569 -0.11859 -0.37242
O 3.11147 -0.39754 -0.50354
N 1.13884 0.19904 0.31079
N 2.39172 0.48927 -0.05501
C 0.25135 1.31141 0.41336
C -1.64099 -0.20941 -0.08809
C 0.66947 -1.13522 -0.18704
C -0.71620 -1.33619 0.38733
C -0.89599 1.11624 -0.49484
H 0.56925 -1.16332 -1.28862
H -1.18153 -2.36624 0.14075
H -1.69698 1.77531 -0.25766
H -0.69939 -1.15531 1.43390
H -0.14907 1.24159 1.43369
H -0.69185 1.23291 -1.53023
H 0.83794 2.30558 0.45498
H 1.52767 -1.78952 0.20264

---

version Q is preferred energetically. Next in line: 1.933 eV higher.

---

Version P
17
Properties=species:S:1:pos:R:3 method="wB97M-V/def2-TZVPD" homo_energy_ev=-10.694 lumo_energy_ev=0.534 smiles="CC(C)(C#N)N=C=O.O"
O 2.66888 -2.11390 0.06534
O 2.70219 0.64224 -0.15422
N 0.60770 -0.44004 0.12039
N -2.53925 -1.57496 0.74053
C -1.69776 -0.86641 0.42641
C -1.01403 0.52607 -1.44225
C -0.85091 1.34421 0.95299
C 1.70271 0.06659 -0.03705
C -0.71434 0.13249 0.01395
H 3.31008 -2.18551 0.77920
H 1.73984 -2.33443 0.38618
H -2.03528 0.89260 -1.53197
H -0.62480 1.05790 1.97786
H -1.86290 1.73982 0.91651
H -0.16543 2.12694 0.63676
H -0.89131 -0.33290 -2.09898
H -0.33539 1.31929 -1.75163

---

Version Q
17
Properties=species:S:1:pos:R:3 method="wB97M-V/def2-TZVPD" homo_energy_ev=-8.999 lumo_energy_ev=0.340 smiles="[H]/N=C(/C=C)N(C)C(=O)O"
O -2.29942 1.83329 0.44996
O -3.04377 -0.23175 0.04535
N -0.42479 -0.13589 0.31956
N 0.54919 2.06592 -0.05163
C 1.85311 -0.09280 0.58183
C -2.05430 0.65901 0.30920
C -0.49349 -1.41282 -0.38553
C 2.87879 -0.22513 -0.23212
C 0.41188 0.85374 0.07074
H -0.93603 -1.29405 -1.37360
H 1.80444 -0.39494 1.61782
H -1.15628 -2.05735 0.19078
H 2.80221 0.06641 -1.27168
H -3.89975 0.23267 0.09011
H 3.84631 -0.57024 0.11584
H -0.30339 2.62104 -0.00311
H 0.46528 -1.91711 -0.47352

---

version P is preferred energetically. Next in line: 3.149 eV higher.

---

Version P
21
Properties=species:S:1:pos:R:3 method="wB97M-V/def2-TZVPD" homo_energy_ev=-8.768 lumo_energy_ev=0.533
O 0.25971 -1.44078 -0.76498
N -0.95924 -0.12739 1.21773
N -1.28710 0.27224 -0.18988
C 2.34472 -0.12494 -0.51582
C -2.57605 -0.27438 -0.39025
C -1.08337 1.67197 -0.31323
C 1.09089 -0.92235 0.11921
C 0.30164 -0.40943 1.20395
C 2.61094 1.13648 0.05067
H -0.81722 1.39623 -1.62220
H 1.85058 -1.72079 0.54726
H -2.87054 -0.13253 -1.32667
H -2.43966 -1.44516 -0.30954
H -0.62495 -0.86348 -0.89798
H 1.60277 1.81417 0.61198
H 3.16630 1.85477 -0.42700
H -2.34065 2.42782 -0.17855
H 2.68175 -0.44309 -1.43981
H -3.25918 -0.12167 0.44174
H 0.59782 -0.68816 2.16857
H -0.03283 1.97005 0.42984

---

Version Q
21
Properties=species:S:1:pos:R:3 method="wB97M-V/def2-TZVPD" homo_energy_ev=-8.825 lumo_energy_ev=0.744 smiles="CC/C(C)=N/NC(C)=O"
O -2.21589 -2.45414 -1.04593
N 0.05551 -0.72103 -0.70381
N -1.18414 -0.42734 -1.19608
C 1.88561 0.20147 1.67258
C 0.98415 1.52638 -1.17205
C -2.15589 -1.31319 -0.68889
C -3.03526 -0.72612 0.39393
C 0.99160 0.12292 -0.62207
C 2.14259 -0.29637 0.24515
H -2.94949 0.35575 0.46407
H 0.45762 1.56204 -2.12376
H 1.82700 1.29149 1.70150
H 3.08258 0.10640 -0.12477
H 0.49428 2.21584 -0.47809
H 0.95116 -0.20257 2.04319
H -1.43747 0.56188 -1.19991
H -4.07636 -1.00761 0.24410
H 2.00496 1.87170 -1.32774
H 2.68634 -0.11814 2.33261
H -2.70293 -1.17070 1.33248
H 2.19402 -1.37868 0.25350

---

version Q is preferred energetically. Next in line: 8.565 eV higher.

---

Version P
21
Properties=species:S:1:pos:R:3 method="wB97M-V/def2-TZVPD" homo_energy_ev=-8.430 lumo_energy_ev=0.939
O 0.46185 -2.00508 -0.68944
N -0.60998 0.11169 1.31820
N -1.05144 0.08441 -0.00255
C 1.27425 -1.19677 0.16703
C -0.99179 1.43999 -0.63241
C 0.52915 -0.55113 1.42573
C 2.08575 -0.06208 -0.52510
C -2.35881 -0.56951 -0.02726
C 2.29656 1.09866 0.19959
H 1.69319 1.37234 0.97374
H -0.15513 -1.20610 -1.01506
H -1.66088 1.42208 -1.52361
H 2.54061 -0.32466 -1.59959
H -1.53296 1.95502 0.12248
H -3.12627 -0.36165 0.87560
H -2.98059 -0.58189 -0.99274
H 0.09234 1.78236 -0.85326
H -2.02254 -1.72040 -0.02141
H 2.82889 1.99517 -0.24757
H 1.82681 -1.96684 0.49678
H 0.86098 -0.71563 2.55084

---

Version Q
21
Properties=species:S:1:pos:R:3 method="wB97M-V/def2-TZVPD" homo_energy_ev=-7.797 lumo_energy_ev=0.017
O 1.74429 0.42079 1.16661
N 1.11464 -0.41922 -1.82323
N 0.29297 -2.27653 -0.67869
C -0.91366 1.59765 0.76346
C -1.27322 -0.72569 1.71205
C 1.04954 -0.32149 0.57433
C -0.85168 0.10836 0.51886
C 0.72839 -0.95341 -0.71277
C 1.31081 0.99236 -1.99725
H 1.78652 1.48423 -1.12855
H 1.96342 1.14125 -2.86032
H 0.71763 -2.84433 0.03729
H -0.85624 2.16085 -0.16549
H -1.15583 -1.79049 1.50327
H -0.09596 1.92026 1.41397
H 0.36471 -2.69010 -1.59848
H 0.36553 1.51417 -2.16999
H -1.84584 1.86479 1.26972
H -1.41846 -0.17687 -0.36600
H -0.69788 -0.45838 2.60225
H -2.32972 -0.54819 1.93895

---

Version R
21
Properties=species:S:1:pos:R:3 method="wB97M-V/def2-TZVPD" homo_energy_ev=-8.985 lumo_energy_ev=0.861 smiles=CNC[C@@]12COC[C@@H]1N2
O -2.84072 -0.51889 -0.22862
N -1.12520 1.34650 -1.08676
N 1.77864 0.42472 -0.19849
C -1.63879 -1.12833 -0.35641
C -1.18493 0.99564 0.42754
C -0.62552 0.06862 -0.52739
C 3.07236 -0.07481 0.36889
C 0.80701 -0.59155 -0.31940
C -2.56635 0.38607 0.75643
H -0.71124 1.63410 1.26231
H -3.41932 1.15783 0.60570
H 3.75344 0.74878 0.03327
H 0.86781 -1.27822 -1.13794
H -1.45412 -1.57878 -1.49558
H -2.59859 -0.18386 1.77067
H 2.99623 0.00545 1.41950
H -1.24646 -1.77248 0.52114
H 0.84077 -1.14973 0.56479
H 3.36261 -0.97166 -0.09637
H -0.35394 1.91981 -1.23801
H 2.28632 0.56078 -1.04526

---

Version S
21
Properties=species:S:1:pos:R:3 method="wB97M-V/def2-TZVPD" homo_energy_ev=-5.661 lumo_energy_ev=0.456 smiles="CC[N@@H+]1C=C(C)N([O-])C1"
O -1.41273 -2.39553 -1.08693
N 0.56623 0.16377 0.37813
N -0.71663 -1.35718 -0.87138
C -0.31545 -1.10640 0.52284
C 1.34718 0.87572 2.59617
C 0.23581 1.07630 1.51148
C 0.17922 0.68626 -0.89608
C -0.50374 -0.28039 -1.65750
C -1.14683 -0.36933 -2.97782
H 1.51660 0.09419 0.51951
H -1.53384 0.62623 -3.50510
H 0.14335 2.11596 1.22192
H -0.47885 -0.94728 -3.72914
H -2.03591 -0.97019 -3.00733
H 1.28607 1.57276 3.41592
H 0.32912 -1.90528 0.70143
H -0.76414 0.74450 1.93406
H 2.34969 1.05852 2.12824
H -1.33382 -1.04716 0.99810
H 1.46460 -0.11468 3.09990
H 0.82408 1.47923 -1.29641

---

version Q is preferred energetically. Next in line: 1.436 eV higher.